[1]
{"formula": "C46H60ClHfNO2P3Si", "method": "ωB97M-V/def2-TZVPD", "e_homo_ev": -10.21, "orbital_gap_ev": 6.868, "total_charge": 1, "elements": ["Hf", "C", "C", "C", "P", "C", "C", "C", "C", "C", "C", "C", "C", "C", "Si", "C", "C", "C", "C", "C", "C", "P", "C", "C", "C", "C", "C", "C", "C", "C", "C", "C", "C", "C", "P", "C", "C", "C", "C", "C", "C", "H", "H", "H", "H", "H", "H", "H", "H", "H", "H", "H", "H", "H", "H", "H", "H", "H", "H", "H", "H", "H", "H", "H", "H", "H", "H", "H", "H", "H", "H", "H", "H", "H", "H", "H", "H", "H", "H", "H", "H", "H", "H", "H", "H", "H", "H", "H", "H", "H", "H", "H", "H", "H", "H", "O", "C", "O", "C", "C", "C", "C", "C", "C", "C", "C", "C", "N", "H", "H", "H", "H", "H", "H", "Cl"], "coordinates": [[-1.132, 0.083, 0.148], [3.256, 2.069, -2.421], [1.786, 1.803, -2.153], [0.934, 2.568, -3.177], [1.090, 1.916, -0.449], [0.697, 3.769, -0.073], [0.600, 3.930, 1.493], [1.621, 4.796, -0.705], [2.530, 1.645, 0.690], [3.656, 2.507, 0.642], [4.670, 2.372, 1.584], [4.481, 1.514, 2.649], [3.395, 0.623, 2.678], [2.404, 0.621, 1.684], [1.174, -0.776, 1.255], [2.421, -1.499, -0.025], [3.700, -1.947, 0.368], [4.644, -2.442, -0.515], [4.366, -2.399, -1.889], [3.085, -2.078, -2.301], [2.110, -1.653, -1.379], [0.294, -1.548, -1.671], [-0.056, -3.364, -1.673], [0.324, -4.043, -0.355], [0.522, -4.127, -2.899], [-0.140, -0.945, -3.375], [-1.388, -1.622, -4.028], [0.932, -0.698, -4.458], [0.997, -1.818, 2.826], [1.871, -2.829, 3.181], [1.837, -3.332, 4.493], [0.805, -2.919, 5.338], [-0.131, -2.069, 4.891], [-0.028, -1.508, 3.657], [-1.332, -0.368, 2.989], [-1.344, 1.166, 4.062], [-2.026, 1.056, 5.505], [0.067, 1.642, 4.276], [-2.967, -1.257, 3.160], [-4.137, -0.283, 2.829], [-3.261, -2.046, 4.436], [3.431, 1.519, -3.323], [3.955, 1.607, -1.714], [3.563, 3.113, -2.444], [1.748, 0.757, -2.388], [-0.099, 2.211, -3.373], [1.559, 2.600, -4.073], [0.760, 3.618, -2.862], [-0.352, 3.894, -0.433], [1.616, 4.014, 1.809], [0.099, 3.045, 1.961], [0.136, 4.864, 1.724], [2.518, 4.949, -0.066], [1.101, 5.754, -0.582], [1.942, 4.671, -1.733], [3.699, 3.320, -0.070], [5.528, 3.028, 1.423], [5.246, 1.527, 3.466], [3.396, -0.120, 3.486], [4.109, -1.773, 1.354], [5.557, -2.762, -0.045], [5.120, -2.658, -2.685], [2.826, -2.070, -3.349], [-1.135, -3.449, -1.671], [1.392, -3.949, -0.054], [0.126, -5.103, -0.423], [-0.303, -3.618, 0.419], [1.512, -4.528, -2.652], [0.633, -3.586, -3.865], [-0.084, -5.043, -3.014], [-0.550, 0.043, -3.204], [-1.174, -2.539, -4.556], [-1.796, -0.790, -4.608], [-2.212, -1.791, -3.316], [1.120, -1.574, -5.075], [1.917, -0.391, -4.034], [0.518, 0.172, -5.043], [2.620, -3.219, 2.508], [2.679, -3.984, 4.792], [0.756, -3.371, 6.311], [-0.871, -1.756, 5.604], [-1.919, 1.909, 3.501], [-1.352, 0.556, 6.217], [-3.010, 0.560, 5.475], [-2.187, 2.093, 5.712], [0.588, 0.874, 4.900], [0.135, 2.517, 4.917], [0.752, 1.822, 3.436], [-2.914, -1.997, 2.393], [-4.442, 0.280, 3.699], [-5.020, -0.762, 2.497], [-3.885, 0.430, 2.028], [-3.388, -1.434, 5.365], [-2.490, -2.904, 4.598], [-4.119, -2.716, 4.355], [-3.701, -3.055, -0.678], [-3.216, -1.962, -0.665], [-2.201, -1.624, 0.019], [-3.733, -0.864, -1.544], [-4.771, -1.145, -2.433], [-5.010, -0.272, -3.467], [-4.195, 0.912, -3.605], [-4.279, 1.793, -4.704], [-3.583, 3.006, -4.670], [-2.628, 3.334, -3.681], [-2.430, 2.403, -2.657], [-3.231, 1.221, -2.595], [-2.936, 0.233, -1.638], [-5.353, -2.116, -2.232], [-5.759, -0.494, -4.248], [-4.961, 1.614, -5.537], [-3.669, 3.707, -5.499], [-2.076, 4.319, -3.669], [-1.720, 2.508, -1.841], [-2.231, 2.109, 0.761]], "atomic_forces_ev_per_a": [[0.1, -0.1, 0.5], [0.7, -0.1, 1.1], [-0.3, 0.5, 0.1], [-0.3, 0.8, 0.2], [0.5, 0.8, 0.6], [-1.1, -1.4, 0.2], [0.2, -1.2, -1.6], [0.4, 1.0, 1.4], [-0.1, 0.0, 0.3], [-1.0, -0.9, 0.4], [-0.5, 0.7, -0.6], [0.9, -0.4, 0.7], [0.3, -0.1, 0.2], [0.7, 1.3, -0.5], [1.1, 0.0, -0.2], [0.4, -0.9, 0.3], [0.2, 0.6, -0.2], [-0.6, 0.5, -0.3], [0.7, -0.8, -0.7], [-0.3, 0.6, 0.1], [-0.4, 0.2, 0.2], [0.6, 0.0, -0.5], [0.1, -0.2, -0.4], [0.8, 0.4, 0.1], [0.2, -0.4, 0.3], [-0.3, -0.3, -0.6], [-0.1, 1.0, 1.2], [0.1, 1.0, 0.4], [0.9, -0.4, -2.2], [0.6, -0.5, 1.5], [0.6, 0.0, -1.0], [2.1, -2.0, 0.3], [-1.1, 0.9, 1.4], [-1.9, 1.6, -0.7], [-0.1, 0.0, 0.1], [-0.8, -0.5, 0.6], [0.3, -0.7, -1.9], [1.7, -0.7, 1.1], [-0.8, 0.6, 0.7], [1.3, 0.6, -0.2], [1.3, -1.8, 1.1], [0.5, 0.3, -1.0], [-0.5, -0.1, 0.1], [-0.2, 0.1, -0.5], [-0.6, -0.7, 0.1], [0.9, -0.3, 0.0], [-0.6, 0.0, -0.3], [0.3, -0.6, -0.2], [0.8, -0.1, -0.1], [0.7, -0.2, 0.7], [0.4, 1.1, -0.4], [-0.7, 0.5, 0.2], [-0.4, -0.3, -0.5], [0.1, 0.0, -0.4], [-0.2, -0.1, 0.0], [0.1, -0.3, -0.1], [-0.1, -0.3, 0.6], [-0.9, -0.3, -0.8], [-0.3, 0.3, -0.3], [-0.5, -0.1, 0.4], [0.5, -0.1, -0.5], [-0.8, 0.2, 1.2], [0.2, -0.3, -0.1], [-0.4, 0.1, -0.4], [-0.7, 0.1, -0.4], [-0.2, -0.3, 0.0], [0.0, 0.0, 0.4], [0.0, 0.3, 0.0], [-0.4, -0.3, 0.8], [0.0, 0.5, -0.3], [0.2, 0.4, 0.6], [0.0, 0.0, -0.4], [0.0, -0.6, -0.9], [0.5, -0.3, 0.0], [-0.1, 0.0, -0.2], [-0.8, -0.1, -0.3], [0.7, -1.1, 0.1], [0.1, 0.2, -0.1], [-1.0, 0.2, 0.1], [-0.1, 0.2, 0.4], [-0.5, 0.0, -0.1], [0.0, -0.2, -0.1], [-0.3, 0.3, -0.2], [0.5, 0.2, 0.0], [-0.1, 0.5, 0.9], [-0.2, 0.3, -0.5], [-0.4, 0.4, -0.1], [-0.6, -0.2, -0.1], [0.1, -0.5, -0.9], [0.1, 0.3, 0.3], [-0.8, -1.0, -0.3], [0.0, -0.1, 0.3], [0.3, -0.6, -0.8], [-0.8, 1.9, 0.0], [-0.6, 0.6, -0.4], [-0.6, -0.9, -0.1], [-1.2, -0.1, -0.6], [1.7, 0.6, 1.6], [1.6, 1.9, -1.2], [-1.6, -1.0, 0.1], [0.4, 0.1, -0.4], [-0.1, -0.3, 0.4], [0.0, 1.6, 0.2], [0.2, -0.5, -0.7], [0.1, -0.4, 1.3], [-0.7, -0.1, -0.3], [0.5, -1.4, 0.1], [-1.0, -0.5, 0.0], [1.0, 1.7, -0.6], [0.4, 0.2, 0.6], [0.2, -0.1, 0.3], [-0.3, -0.2, 0.1], [-0.7, -1.4, -0.2], [-0.1, 0.3, -0.3], [-0.1, 0.5, 0.1]], "mulliken_charge": [1.8971, -2.0132, 2.4644, -1.3678, 0.7353, 0.8057, -1.6110, -1.6961, -0.3589, -0.3525, -1.2041, -0.8622, -0.0317, 0.4969, -0.9557, 0.5388, -0.3837, -1.1368, -0.9644, -0.4322, 1.2168, -0.1411, 0.8107, -1.3843, -1.6378, 2.7854, -1.3904, -1.3604, 1.1904, -0.5224, -0.8994, -1.0779, -0.8287, 0.0380, 0.6604, 0.7206, -1.5968, -1.4139, 1.0717, -1.3555, -1.3750, 0.6440, 0.3294, 0.2789, -1.5462, -0.1475, 0.5208, 0.2332, 0.7310, 0.4580, -0.1270, 0.5828, 0.3798, 0.4470, 0.3205, 0.4492, 0.4119, 0.3545, 0.4568, 0.4690, 0.4476, 0.3727, 0.4229, 0.9035, 0.1805, 0.6955, -0.0273, 0.3969, 0.2504, 0.4370, -2.0622, 0.3921, 0.5163, 0.1500, 0.4059, 0.1112, 0.3144, 0.4808, 0.3805, 0.4434, 0.4892, 0.6069, 0.2802, 0.2567, 0.5871, 0.2955, 0.5527, -0.1320, -0.0320, 0.3256, 0.4686, 0.2511, 0.1411, 0.3526, 0.5094, -0.6928, 0.4917, -0.6272, -0.0427, -0.8638, -0.6530, 0.8057, -1.0882, -0.6810, -0.2660, -0.1186, -0.3025, 0.5296, 0.4132, 0.4048, 0.4378, 0.3770, 0.3654, 0.4587, -0.4378]}



[2]
{"formula": "C46H61HfN8O2Te", "method": "ωB97M-V/def2-TZVPD", "e_homo_ev": [-9.95, -11.01], "orbital_gap_ev": [5.312, 6.321], "total_charge": 2, "multiplicity": 2, "elements": ["Hf", "C", "N", "C", "C", "N", "C", "C", "C", "C", "C", "C", "N", "C", "N", "C", "C", "C", "C", "C", "C", "N", "H", "H", "H", "H", "H", "H", "H", "H", "H", "H", "H", "H", "H", "H", "H", "N", "H", "H", "H", "C", "C", "C", "C", "C", "C", "H", "H", "H", "H", "H", "H", "H", "H", "H", "C", "C", "O", "N", "Te", "C", "C", "C", "C", "C", "C", "C", "C", "C", "C", "C", "C", "C", "C", "C", "C", "C", "C", "H", "H", "H", "H", "H", "H", "H", "H", "H", "H", "H", "H", "H", "H", "H", "H", "H", "H", "H", "H", "H", "H", "H", "H", "H", "C", "N", "C", "C", "C", "O", "H", "H", "H", "H", "H", "H", "H", "H", "H"], "coordinates": [[1.222, -1.694, 0.469], [1.309, -5.141, 0.270], [1.904, -4.080, -0.563], [1.402, -4.053, -1.948], [0.185, -3.189, -2.023], [0.117, -2.000, -1.444], [-1.136, -1.468, -1.832], [-1.727, -0.236, -1.573], [-2.973, -0.007, -2.122], [-3.628, -0.971, -2.904], [-3.044, -2.190, -3.181], [-1.784, -2.399, -2.636], [-0.916, -3.487, -2.721], [1.124, -4.632, 1.659], [1.088, -3.345, 1.945], [0.802, -3.270, 3.320], [0.586, -2.166, 4.142], [0.324, -2.408, 5.474], [0.273, -3.717, 5.984], [0.458, -4.817, 5.173], [0.710, -4.560, 3.830], [0.923, -5.403, 2.747], [1.916, -6.051, 0.278], [0.335, -5.413, -0.149], [2.908, -4.215, -0.596], [1.193, -5.051, -2.342], [2.175, -3.604, -2.575], [-1.226, 0.527, -0.998], [-3.445, 0.953, -1.959], [-4.607, -0.751, -3.306], [-3.537, -2.934, -3.792], [-1.058, -4.320, -3.270], [0.589, -1.156, 3.752], [0.145, -1.577, 6.141], [0.075, -3.864, 7.037], [0.400, -5.824, 5.563], [0.881, -6.409, 2.760], [2.679, -0.452, 2.189], [2.899, -0.791, 3.122], [2.049, 0.343, 2.298], [3.535, -0.050, 1.815], [-4.030, -4.856, 3.214], [-4.400, -3.524, 2.551], [-5.314, -3.772, 1.346], [-5.103, -2.613, 3.564], [-3.163, -2.856, 2.092], [-2.159, -2.321, 1.714], [-4.935, -5.380, 3.521], [-3.409, -4.691, 4.096], [-3.483, -5.496, 2.519], [-6.213, -4.300, 1.665], [-4.809, -4.377, 0.592], [-5.613, -2.829, 0.886], [-6.025, -3.085, 3.906], [-5.358, -1.653, 3.114], [-4.469, -2.433, 4.433], [-1.917, 0.465, 2.164], [-0.808, -0.250, 1.487], [-1.061, -1.733, 1.299], [0.287, 0.085, 1.021], [0.438, 3.231, -0.003], [0.518, 5.337, -0.195], [-0.173, 6.160, 0.701], [-1.075, 5.670, 1.806], [-0.034, 7.544, 0.578], [0.759, 8.122, -0.395], [0.911, 9.615, -0.498], [1.425, 7.281, -1.282], [1.326, 5.901, -1.200], [2.074, 5.066, -2.205], [-0.333, 2.813, -1.936], [0.359, 1.942, -2.787], [1.658, 1.264, -2.420], [-0.166, 1.665, -4.048], [-1.359, 2.217, -4.482], [-1.925, 1.895, -5.838], [-2.039, 3.061, -3.612], [-1.559, 3.365, -2.343], [-2.379, 4.268, -1.463], [-2.132, 0.034, 3.143], [-2.834, 0.397, 1.574], [-1.618, 1.506, 2.259], [-1.270, 4.602, 1.745], [-2.031, 6.195, 1.769], [-0.632, 5.877, 2.782], [-0.570, 8.181, 1.273], [0.258, 10.130, 0.204], [0.674, 9.963, -1.504], [1.939, 9.912, -0.286], [2.047, 7.716, -2.057], [2.699, 5.698, -2.832], [1.388, 4.517, -2.854], [2.711, 4.331, -1.709], [1.791, 1.176, -1.342], [2.511, 1.828, -2.809], [1.692, 0.264, -2.858], [0.379, 0.995, -4.706], [-1.214, 1.332, -6.441], [-2.185, 2.804, -6.379], [-2.836, 1.300, -5.746], [-2.980, 3.498, -3.929], [-3.378, 4.395, -1.877], [-1.923, 5.255, -1.370], [-2.466, 3.862, -0.453], [4.878, -0.105, -1.861], [5.244, -1.100, -0.840], [6.664, -1.320, -0.551], [4.283, -1.697, -0.170], [4.631, -2.660, 0.925], [3.076, -1.422, -0.476], [5.781, 0.396, -2.192], [4.186, 0.624, -1.446], [4.399, -0.593, -2.709], [7.244, -0.976, -1.401], [6.871, -2.377, -0.402], [6.972, -0.762, 0.333], [5.293, -2.192, 1.654], [5.167, -3.522, 0.521], [3.722, -2.987, 1.426]], "atomic_forces_ev_per_a": [[0.4, -0.6, 0.2], [0.0, 0.0, -0.1], [-0.2, 0.0, 0.0], [0.0, 0.0, 0.1], [0.2, -0.1, 0.1], [-0.6, -0.1, -0.3], [0.2, 0.0, -0.1], [0.0, 0.1, 0.1], [0.0, 0.0, 0.0], [0.0, 0.0, 0.0], [0.0, 0.0, 0.0], [0.0, -0.1, 0.0], [-0.1, 0.0, -0.2], [0.1, 0.0, 0.0], [-0.1, -0.4, 0.5], [0.0, 0.1, -0.1], [0.0, 0.0, 0.0], [0.0, -0.1, 0.0], [0.0, 0.1, 0.0], [0.0, 0.0, 0.0], [0.1, -0.1, 0.1], [0.0, 0.0, 0.0], [0.0, 0.0, 0.0], [0.0, 0.1, 0.0], [0.0, 0.1, 0.1], [0.0, 0.0, 0.0], [0.0, 0.0, 0.0], [0.0, 0.0, 0.0], [0.0, 0.0, 0.0], [0.0, 0.0, 0.0], [0.0, 0.0, 0.0], [0.0, 0.0, 0.0], [0.0, 0.0, 0.0], [0.0, 0.0, 0.0], [0.0, 0.0, 0.0], [0.0, 0.0, 0.0], [0.0, 0.0, 0.0], [-0.1, 0.0, -0.1], [0.0, -0.1, 0.0], [0.0, 0.0, 0.0], [0.0, 0.0, 0.0], [0.0, 0.0, 0.0], [0.1, 0.1, -0.1], [0.0, 0.0, 0.0], [0.0, 0.0, 0.0], [0.0, -0.1, 0.0], [0.0, -0.1, 0.0], [0.0, 0.0, 0.0], [0.0, 0.0, 0.0], [0.0, 0.0, 0.0], [0.0, 0.0, 0.0], [0.0, 0.0, 0.0], [0.0, 0.0, 0.0], [0.0, 0.0, 0.0], [0.0, 0.0, 0.0], [0.0, 0.0, 0.0], [0.0, -0.1, 0.0], [0.0, 0.6, 0.0], [0.0, 0.1, -0.1], [-0.7, 0.3, 0.3], [0.0, 0.2, 0.2], [0.0, 0.1, 0.0], [0.0, 0.0, 0.0], [0.0, 0.0, 0.0], [0.0, 0.0, 0.0], [0.0, 0.0, 0.0], [0.0, 0.0, 0.0], [0.0, 0.0, 0.0], [0.0, 0.0, 0.0], [0.0, 0.0, 0.0], [0.1, -0.2, 0.0], [0.0, 0.0, 0.0], [-0.1, 0.0, 0.0], [0.0, 0.0, 0.0], [0.0, 0.0, 0.0], [0.0, 0.0, 0.0], [0.0, 0.0, 0.0], [0.0, 0.0, 0.0], [0.0, 0.0, 0.0], [0.0, 0.0, 0.0], [0.0, 0.0, 0.0], [0.0, 0.0, 0.0], [0.0, 0.0, 0.0], [0.0, 0.0, 0.0], [0.0, 0.0, 0.0], [0.0, 0.0, 0.0], [0.0, 0.0, 0.0], [0.0, 0.0, 0.0], [0.0, 0.0, 0.0], [0.0, 0.0, 0.0], [0.0, 0.0, 0.0], [0.0, 0.0, 0.0], [0.0, 0.0, 0.0], [0.0, 0.0, 0.0], [0.0, 0.0, 0.0], [0.0, 0.0, 0.0], [0.0, 0.0, 0.0], [0.0, 0.0, 0.0], [0.0, 0.0, 0.0], [0.0, 0.0, 0.0], [0.0, 0.0, 0.0], [0.0, 0.0, 0.0], [0.0, 0.0, 0.0], [0.0, 0.0, 0.0], [0.0, 0.0, 0.1], [0.0, 0.1, 0.0], [0.0, 0.0, 0.0], [0.0, 0.4, -0.3], [0.0, 0.0, 0.0], [1.0, 0.0, -0.3], [0.0, 0.0, 0.0], [0.0, 0.0, 0.0], [0.0, 0.0, 0.0], [0.0, 0.0, 0.0], [0.0, 0.0, 0.0], [0.0, 0.0, 0.0], [0.0, 0.0, 0.0], [0.0, 0.0, 0.0], [0.0, 0.0, 0.0]], "mulliken_charge": [1.6290, -1.0253, -0.4211, -1.3114, 0.6530, 0.7934, -0.2263, 0.2584, -1.2918, -0.9388, -1.2901, 0.6922, -0.1382, 0.0506, 1.3147, 0.2682, -0.2153, -1.0661, -0.6421, -1.1839, 0.6338, -0.0120, 0.5954, 0.3459, 0.2477, 0.4529, 0.3661, 0.5964, 0.6345, 0.5909, 0.5094, 0.2872, 0.3241, 0.4699, 0.4453, 0.4816, 0.2390, -0.6506, 0.2357, 0.2684, 0.2031, -1.5460, 1.6446, -1.5610, -1.6129, -0.1031, -0.3546, 0.4136, 0.3116, 0.3330, 0.4142, 0.3488, 0.3368, 0.4305, 0.3444, 0.3526, -1.7279, 0.1879, -0.1243, 0.0650, 0.6564, -0.1042, 0.7368, -1.8209, -0.7599, 0.6147, -1.5304, -0.9248, 0.8737, -1.1909, -0.1356, 1.2292, -1.9633, -0.7795, 0.5507, -1.7233, -0.8518, 1.0990, -1.8709, 0.4163, 0.3212, 0.2817, 0.0335, 0.4175, 0.4231, 0.3827, 0.3633, 0.3598, 0.3326, 0.3806, 0.4213, 0.2326, 0.2042, 0.1038, 0.5564, 0.4361, 0.3872, 0.3915, 0.3957, 0.3190, 0.4626, 0.4734, 0.3410, 0.3173, -0.7527, 0.1128, -0.9981, 0.4123, -1.3085, -0.5595, 0.4536, 0.2091, 0.2558, 0.3964, 0.3575, 0.3355, 0.5020, 0.5345, -0.1371]}